(1)
A molecular structure, C29H49NP2Sn at a distorted geometry, computed with the ωB97M-V functional and the def2-TZVPD basis.

Summary:
E_LUMO (alpha / beta) = -7.42 / -7.42 eV
ΔE to the lowest compared entry with this formula, charge and spin = 163.7 kJ/mol
orbital gap (alpha / beta) = 3.829 / 3.743 eV
total charge = +2
highest occupied orbital energy (alpha / beta) = -11.25 / -11.16 eV

Geometry (Å):
Sn1 2.62393 -1.54180 1.41428
C1 -0.10751 2.28903 -0.92829
C2 0.30373 1.43909 -1.98887
C3 -1.90749 1.00089 -1.54867
C4 -1.47465 2.01478 -0.65351
C5 -0.79682 0.61661 -2.34530
C6 0.72384 3.32418 -0.27871
H1 1.76110 2.98168 -0.15277
H2 0.31926 3.59242 0.70596
H3 0.75824 4.24842 -0.87945
C7 -2.32130 2.67269 0.35919
H4 -1.88190 3.62281 0.67722
H5 -2.44700 2.04532 1.25320
H6 -3.32493 2.87616 -0.04036
C8 -3.27678 0.46009 -1.61909
H7 -4.01564 1.26977 -1.58116
H8 -3.49919 -0.22270 -0.78499
H9 -3.42431 -0.09232 -2.55392
C9 -0.81290 -0.40440 -3.41173
H10 -1.19735 0.00067 -4.36300
H11 -1.45209 -1.25565 -3.13739
H12 0.20292 -0.77773 -3.60306
C10 1.61382 1.44760 -2.66816
H13 1.54829 1.92443 -3.65725
H14 1.98442 0.42610 -2.82429
H15 2.35228 2.00701 -2.08540
C11 3.75055 -2.47774 3.46204
C12 4.47058 -1.17330 3.31675
C13 5.64129 -1.19202 2.29976
C14 5.55772 -2.25595 1.15951
C15 4.19535 -2.70833 0.67012
C16 3.68300 -4.12767 0.98525
C17 4.15424 -4.74895 2.31917
C18 4.54808 -3.77237 3.40758
H16 6.52430 -1.40503 2.89978
H17 6.15304 -3.11255 1.45033
H18 5.80383 -0.18312 1.89383
H19 5.63605 -3.63438 3.42631
H20 3.09234 -2.46949 4.34410
H21 4.83504 -0.77617 4.28817
H22 4.34851 -4.29910 4.35956
H23 3.36103 -5.40922 2.69209
H24 4.16099 -4.75318 0.19340
H25 4.98609 -5.44791 2.12626
H26 6.08815 -1.79034 0.31262
H27 4.11315 -2.46346 -0.39536
P1 3.16887 0.15803 3.17338
C19 2.69277 0.73325 4.78506
C20 3.70257 1.37388 1.93672
P2 1.83060 -4.51058 0.82272
C21 1.36534 -3.23322 1.99994
C22 1.70105 -4.17687 -0.94804
C23 0.88755 -5.90151 1.36061
H28 1.83078 0.15069 5.15095
H29 2.41287 1.79476 4.75974
H30 3.54855 0.56077 5.46982
H31 3.92071 0.89717 0.95847
H32 4.57405 1.92899 2.28218
H33 2.90897 2.10790 1.71333
H34 1.45273 -6.50421 2.09140
H35 0.58698 -6.46905 0.46201
H36 0.01801 -5.45349 1.84238
H37 0.31767 -2.96539 2.09567
H38 1.77202 -3.47423 2.96847
H39 0.68034 -3.98982 -1.19489
H40 2.04681 -5.10491 -1.44000
H41 2.32329 -3.31050 -1.29637
C24 -1.26701 -2.67868 -0.40932
C25 -1.46554 -1.72813 0.69913
C26 -2.71442 -1.45269 1.32292
C27 -2.46070 -0.47549 2.28652
C28 -1.06437 -0.19826 2.21866
C29 -0.34940 0.80373 3.03130
N1 -0.46307 -0.98059 1.26815
H42 -2.22473 -2.95449 -0.86275
H43 -0.84383 -3.61826 -0.03224
H44 -0.61206 -2.22294 -1.16037
H45 -3.65284 -1.97741 1.09563
H46 -3.16056 -0.03578 3.00355
H47 -1.05217 1.54820 3.41434
H48 0.11637 0.32759 3.90047
H49 0.40533 1.29931 2.41184

Results of the Löwdin charge analysis, in e, for atoms 1 through 8: atom 1 (Sn): 1.267, atom 2 (C): -0.215, atom 3 (C): -0.179, atom 4 (C): -0.188, atom 5 (C): -0.184, atom 6 (C): -0.222, atom 7 (C): -0.059, atom 8 (H): 0.050

(2)
C5H8O in the gas phase at a distorted geometry, computed with the ωB97M-V functional and the def2-TZVPD basis.

Summary:
E_LUMO (alpha / beta) = 0.83 / -0.16 eV
ΔE to the lowest compared entry with this formula, charge and spin = 397.0 kJ/mol
orbital gap (alpha / beta) = 8.294 / 6.484 eV
highest occupied orbital energy (alpha / beta) = -7.47 / -6.64 eV

Geometry (Å):
O1 -2.71493 -0.26870 -0.38421
C1 -1.39539 -0.05394 -0.46519
C2 1.15295 1.69621 -0.08208
C3 1.65374 0.43875 0.14706
C4 1.01019 -0.80096 0.17586
C5 -0.44450 -0.98417 0.12052
H1 -2.88650 -1.16625 -0.05869
H2 -1.16321 0.87975 -0.94982
H3 1.80133 2.55737 0.04870
H4 0.12920 1.92738 -0.33485
H5 2.72293 0.39781 0.36209
H6 1.58257 -1.69510 0.39540
H7 -0.70683 -2.01512 -0.16657
H8 -0.74155 -0.91303 1.19180

Results of the Löwdin charge analysis, in e, for atoms 1 through 8: atom 1 (O): 0.011, atom 2 (C): -0.215, atom 3 (C): 0.021, atom 4 (C): -0.202, atom 5 (C): -0.101, atom 6 (C): -0.232, atom 7 (H): 0.105, atom 8 (H): 0.085

(3)
A molecular structure, C26H36BN6RuSe4Te, computed with the ωB97M-V functional and the def2-TZVPD basis.

Summary:
multiplicity = 2
E_LUMO (alpha / beta) = -0.62 / -1.14 eV
ΔE to the lowest compared entry with this formula, charge and spin = 103.6 kJ/mol
orbital gap (alpha / beta) = 6.645 / 5.948 eV
highest occupied orbital energy (alpha / beta) = -7.26 / -7.09 eV

Geometry (Å):
Ru1 -1.30184 -0.81426 -0.03853
C1 -3.00069 0.26667 -3.08183
C2 -4.14618 -0.09822 -2.13266
C3 -5.49115 0.19100 -2.79180
C4 -4.00225 0.65397 -0.84084
C5 -4.84502 1.64345 -0.31487
C6 -4.18488 2.13989 0.78824
N1 -3.03453 1.46991 0.92462
N2 -2.93335 0.54597 -0.04886
B1 -1.77081 1.81008 1.72760
N3 -1.38417 0.59126 2.57966
C7 -1.16788 0.52775 3.89797
C8 -0.94581 -0.78757 4.23402
C9 -1.04158 -1.50916 3.03521
N4 -1.32681 -0.64122 2.04689
C10 -0.89336 -3.00710 2.89309
C11 -0.98295 -3.67719 4.26318
C12 0.38939 -3.44397 2.18398
N5 -0.67648 2.16090 0.69267
C13 -0.04764 3.34322 0.63242
C14 0.64116 3.41073 -0.55113
C15 0.39559 2.18113 -1.18442
N6 -0.41784 1.43111 -0.43064
C16 0.86535 1.79804 -2.56662
C17 1.65341 2.93456 -3.21594
C18 1.70368 0.52422 -2.59439
H1 -3.07537 -0.31465 -4.00188
H2 -2.02382 0.06340 -2.64044
H3 -3.04710 1.32855 -3.33661
H4 -4.09566 -1.16807 -1.91454
H5 -5.58989 1.25055 -3.03576
H6 -6.32455 -0.09540 -2.14927
H7 -5.57283 -0.37364 -3.72060
H8 -5.78518 1.97473 -0.71541
H9 -4.42833 2.94354 1.46106
H10 -1.96321 2.75114 2.44475
H11 -1.20356 1.42125 4.49656
H12 -0.74474 -1.18257 5.21202
H13 -1.73161 -3.35535 2.29060
H14 -0.14399 -3.39698 4.90335
H15 -0.94657 -4.75919 4.13379
H16 -1.91130 -3.42686 4.77674
H17 1.27185 -3.11624 2.73922
H18 0.43200 -3.06680 1.15995
H19 0.41116 -4.53263 2.11907
H20 -0.16946 4.06307 1.42345
H21 1.24043 4.22647 -0.91062
H22 -0.03773 1.63559 -3.16666
H23 2.55270 3.16297 -2.63900
H24 1.06166 3.84559 -3.30682
H25 1.96937 2.63584 -4.21535
H26 2.64318 0.65721 -2.05365
H27 1.94863 0.25475 -3.62262
H28 1.17162 -0.31063 -2.15160
Se1 -3.09887 -2.40624 0.27833
Se2 -3.11073 -4.06116 -1.40666
Se3 -0.82513 -4.50207 -1.30427
Se4 -0.12299 -2.27242 -1.60382
C19 3.13740 -1.74479 0.13871
Te1 1.75813 -0.53061 1.22546
C20 3.05543 1.08740 0.69118
C21 4.34479 0.45263 0.23650
C22 5.49390 1.21873 0.05836
C23 6.67303 0.63356 -0.37147
C24 6.71369 -0.73047 -0.62779
C25 5.57414 -1.49799 -0.45439
C26 4.38489 -0.91588 -0.02341
H29 2.68099 -1.99745 -0.82016
H30 3.32444 -2.66807 0.68414
H31 3.19671 1.73397 1.55556
H32 2.60023 1.67853 -0.09996
H33 5.46082 2.28162 0.26576
H34 7.56129 1.23772 -0.49920
H35 7.63318 -1.19532 -0.95764
H36 5.60362 -2.56248 -0.65194

Results of the Löwdin charge analysis, in e, for atoms 1 through 8: atom 1 (Ru): 0.666, atom 2 (C): -0.066, atom 3 (C): -0.392, atom 4 (C): -0.074, atom 5 (C): -0.279, atom 6 (C): 0.005, atom 7 (C): -0.044, atom 8 (N): -0.010

(4)
A molecular structure, C29H32IN5O9Pr at a distorted geometry, computed with the ωB97M-V functional and the def2-TZVPD basis.

Summary:
multiplicity = 3
E_LUMO (alpha / beta) = -2.82 / -2.82 eV
ΔE to the lowest compared entry with this formula, charge and spin = 21.5 kJ/mol
orbital gap (alpha / beta) = 6.728 / 6.735 eV
total charge = +1
highest occupied orbital energy (alpha / beta) = -9.55 / -9.55 eV

Geometry (Å):
Pr1 -5.73973 19.92434 4.49420
C1 -6.34252 24.89169 3.22906
N1 -5.63695 24.51866 4.41338
C2 -5.25364 25.58598 5.35238
C3 -5.50545 23.17971 4.70313
O1 -5.87853 22.25697 3.90161
C4 -4.97925 22.88072 6.09224
O2 -4.94047 21.43986 6.30152
C5 -3.96892 20.98963 7.32509
C6 -3.99402 19.44620 7.21310
O3 -4.58053 18.81117 6.27049
N2 -3.32151 18.81959 8.18043
C7 -2.87970 17.42807 7.95576
C8 -2.68168 19.44832 9.35147
H1 -6.01294 24.27219 2.38426
H2 -6.18836 25.96790 2.98259
H3 -7.38315 24.65590 3.37603
H4 -4.64678 26.38289 4.80287
H5 -4.66007 25.12767 6.14823
H6 -6.16277 26.08630 5.78933
H7 -5.58307 23.33674 6.87820
H8 -3.96193 23.23704 6.19876
H9 -4.32842 21.28129 8.35409
H10 -2.98228 21.42776 7.19699
H11 -2.74746 16.94263 8.91614
H12 -1.92570 17.52016 7.42834
H13 -3.59483 16.89482 7.30383
H14 -3.33435 19.86671 10.10167
H15 -1.91211 20.20622 9.06891
H16 -2.06943 18.65784 9.83718
C9 -9.31441 20.77575 0.82144
C10 -8.51937 19.54206 0.57861
N3 -8.88034 18.80655 -0.44837
C11 -8.18184 17.70367 -0.72934
C12 -7.13925 17.23137 0.01178
C13 -6.52835 15.86363 -0.25833
O4 -5.10813 15.88833 -0.13878
C14 -6.69582 17.96684 1.13286
C15 -5.65471 17.43928 2.01072
N4 -4.91560 18.10537 2.87370
C16 -3.62020 17.66494 3.14519
C17 -3.33422 16.41557 3.71510
C18 -2.14582 16.24498 4.43086
C19 -1.13231 17.17837 4.48372
C20 -1.49158 18.47363 4.00832
C21 -2.57494 18.63940 3.21129
I1 -3.00304 20.33670 2.04302
C22 -7.36046 19.20906 1.46345
O5 -7.01774 20.04024 2.40552
H17 -10.21315 20.78831 0.10739
H18 -8.69608 21.67899 0.65521
H19 -9.55498 20.92587 1.88113
H20 -8.48602 17.21994 -1.67004
H21 -6.71067 15.43116 -1.22934
H22 -6.89157 15.18560 0.51970
H23 -4.66912 16.57166 -0.63435
H24 -5.51236 16.37745 1.93693
H25 -4.00178 15.57604 3.56937
H26 -2.04271 15.33482 5.07347
H27 -0.18136 17.02739 4.95481
H28 -0.93292 19.37190 4.32245
O6 -7.32092 17.95073 4.58480
C23 -7.96699 18.47969 5.53099
O7 -7.63913 19.64047 5.98977
C24 -9.08830 17.71429 6.10846
C25 -9.56361 16.59929 5.40657
C26 -10.61596 15.87585 5.93900
C27 -11.15512 16.24480 7.18128
C28 -10.57104 17.31212 7.90927
C29 -9.51116 18.00294 7.39045
N5 -12.54187 15.92342 7.38086
O8 -13.07143 16.28107 8.45094
O9 -13.12527 15.39472 6.37633
H29 -9.08850 16.39079 4.48722
H30 -11.08139 15.00872 5.42547
H31 -10.97024 17.58098 8.93399
H32 -8.99252 18.75460 8.01070

Results of the Löwdin charge analysis, in e, for atoms 1 through 8: atom 1 (Pr): 1.314, atom 2 (C): -0.024, atom 3 (N): -0.138, atom 4 (C): -0.017, atom 5 (C): -0.304, atom 6 (O): -0.086, atom 7 (C): -0.060, atom 8 (O): -0.246

- Among the records above, which one has the lowest ΔE to the lowest compared entry with this formula, charge and spin?
  C29H32IN5O9Pr

- ΔE to the lowest compared entry with this formula, charge and spin of number 2 (C5H8O)?
  397.0 kJ/mol

- ΔE to the lowest compared entry with this formula, charge and spin of number 1 (C29H49NP2Sn)?
  163.7 kJ/mol

- ΔE to the lowest compared entry with this formula, charge and spin of number 3 (C26H36BN6RuSe4Te)?
  103.6 kJ/mol